Entry 1:
12
Properties=species:S:1:pos:R:3:forces:R:3:mulliken_charge:R:1 method="wB97M-V/def2-TZVPD" lumo_energy_ev="-0.91 / -0.91" orbital_gap_ha="0.3054 / 0.3054" e_above_lowest_kj_mol=438.7 multiplicity=1
O 0.177 -1.011 -1.875 1.38 -0.75 -0.39 -0.6262
C -0.072 -0.462 -0.817 -0.79 -2.14 -1.17 0.7360
C 0.498 -0.810 0.548 0.05 -0.18 -0.23 -0.5656
C 0.692 0.618 1.028 -0.32 0.04 -0.02 -0.2678
O 0.409 1.296 -0.199 -1.61 0.86 0.24 -0.5350
C -1.223 0.380 -0.963 0.91 1.29 1.04 -0.3051
H 1.427 -1.348 0.365 -0.01 0.00 0.12 0.2496
H -0.172 -1.444 1.134 0.01 0.05 -0.05 0.3095
H -0.004 0.916 1.820 0.08 -0.02 -0.03 0.2254
H 1.712 0.836 1.385 -0.28 0.08 -0.40 0.2673
H -1.257 0.994 -1.856 0.19 -0.13 0.12 0.2524
H -2.195 0.040 -0.573 0.38 0.90 0.76 0.2595



Entry 2:
12
Properties=species:S:1:pos:R:3:forces:R:3:mulliken_charge:R:1 method="wB97M-V/def2-TZVPD" lumo_energy_ev=0.52 orbital_gap_ha=0.3692 e_above_lowest_kj_mol=180.1 multiplicity=1
C 0.944 -1.172 -0.917 0.06 -0.09 -0.17 -1.1407
C 0.625 -0.594 0.460 -0.06 -0.04 -0.03 -0.2320
C -0.265 0.605 0.197 -0.22 -0.06 -0.88 0.5861
O 0.111 1.628 -0.317 -0.35 -0.52 0.05 -0.5167
C -1.665 0.528 0.872 0.86 0.87 1.10 -0.2043
O -1.327 0.910 1.971 -0.91 -0.12 1.03 -0.3768
H 0.015 -1.431 -1.437 0.19 -0.06 -0.01 0.3363
H 1.468 -0.421 -1.515 -0.06 -0.14 0.04 0.2983
H 1.567 -2.066 -0.847 -0.08 0.07 0.01 0.3287
H 1.543 -0.303 0.985 -0.27 0.15 -0.15 0.2626
H 0.099 -1.321 1.086 0.07 0.07 -0.07 0.3069
H -2.758 0.337 0.724 0.76 -0.13 -0.90 0.3516



Entry 3:
12
Properties=species:S:1:pos:R:3:forces:R:3:mulliken_charge:R:1 method="wB97M-V/def2-TZVPD" lumo_energy_ev=0.97 orbital_gap_ha=0.3842 e_above_lowest_kj_mol=345.8 multiplicity=1
C 0.841 -0.639 1.041 -0.10 -0.09 -0.09 -0.9964
C 0.099 -0.903 -0.019 0.23 -0.09 0.13 0.3219
C -0.211 -0.982 -1.414 0.20 0.01 -0.25 -0.0150
O -1.110 -1.412 -0.334 -0.07 -0.18 0.17 -0.4095
C -0.391 1.712 0.435 0.06 0.20 -0.18 -0.1876
O 0.108 2.184 -0.558 -0.27 -0.04 0.39 -0.4351
H 0.102 1.731 1.424 -0.06 0.31 -0.13 0.2944
H 0.475 -0.838 2.042 0.04 -0.04 -0.11 0.3388
H 1.797 -0.143 0.914 -0.11 -0.21 -0.02 0.3192
H -0.551 -0.117 -1.982 0.11 -0.08 0.23 0.2338
H 0.223 -1.804 -1.976 -0.14 0.07 -0.05 0.2372
H -1.381 1.212 0.427 0.10 0.15 -0.08 0.2983



Entry 4:
12
Properties=species:S:1:pos:R:3:forces:R:3:mulliken_charge:R:1 method="wB97M-V/def2-TZVPD" lumo_energy_ev=0.70 orbital_gap_ha=0.3869 e_above_lowest_kj_mol=216.3 multiplicity=1
O 0.390 0.032 1.909 0.02 0.14 0.08 -0.5047
C 0.868 -0.163 0.612 0.01 -0.11 -0.37 -0.1345
C 0.043 -1.074 -0.287 0.13 -0.16 0.13 -0.5856
C 0.118 0.389 -0.580 -0.15 0.07 -0.20 -0.0646
C -1.202 1.091 -0.759 -0.27 -0.21 0.05 -0.1535
O -2.206 0.453 -0.969 0.15 0.39 0.21 -0.4618
H 1.013 -0.390 2.515 -0.25 0.05 -0.13 0.3257
H 1.955 -0.035 0.551 -0.35 -0.36 -0.21 0.3485
H 0.309 -1.774 -1.075 0.60 -0.01 0.47 0.2939
H -0.869 -1.358 0.238 0.10 0.12 -0.20 0.2234
H 0.840 0.632 -1.362 -0.28 0.22 0.06 0.3463
H -1.258 2.197 -0.794 0.29 -0.13 0.11 0.3669



Entry 5:
12
Properties=species:S:1:pos:R:3:forces:R:3:mulliken_charge:R:1 method="wB97M-V/def2-TZVPD" lumo_energy_ev=1.01 orbital_gap_ha=0.3897 e_above_lowest_kj_mol=371.2 multiplicity=1
O 1.543 -0.409 -1.069 0.17 0.07 -0.08 -0.5960
C 0.391 -0.784 -0.431 -0.15 -0.40 0.75 -0.1439
C 0.154 -0.361 1.170 0.60 0.00 -0.87 -0.6889
C -0.607 0.782 0.595 0.15 0.67 -0.37 -0.3305
O -0.024 1.424 -0.818 -0.08 0.05 1.37 -0.5445
C -0.742 0.244 -0.752 -0.39 -0.52 -0.12 0.0406
H 1.361 0.551 -1.233 0.53 -0.38 0.08 0.3715
H 0.191 -1.846 -0.576 0.01 0.12 -0.04 0.4220
H -0.478 -1.226 1.420 -0.43 0.72 0.23 0.2408
H 0.808 -0.175 2.042 0.40 -0.21 -0.97 0.3219
H -0.951 1.689 1.053 -0.86 -0.16 0.15 0.4704
H -1.620 0.091 -1.367 0.05 0.03 -0.13 0.4367



Entry 6:
12
Properties=species:S:1:pos:R:3:forces:R:3:mulliken_charge:R:1 method="wB97M-V/def2-TZVPD" lumo_energy_ev=0.83 orbital_gap_ha=0.3603 e_above_lowest_kj_mol=352.2 multiplicity=1
C 1.297 0.835 -0.351 0.05 0.06 -0.05 -1.0821
C -0.028 0.188 -0.444 0.35 0.06 0.08 0.6598
O -1.086 0.541 -1.345 -0.12 -0.06 -0.13 -0.4818
C -1.376 0.194 0.023 -0.23 0.05 0.27 -0.3266
C -0.618 -1.105 0.020 -0.02 -0.09 -0.23 -0.0885
O -0.175 -1.588 1.247 0.00 0.01 0.10 -0.5325
H 1.880 0.348 0.438 -0.06 0.09 -0.13 0.2737
H 1.805 0.673 -1.308 0.11 0.07 0.17 0.2984
H 1.248 1.909 -0.157 -0.08 -0.12 -0.02 0.2883
H -0.120 -0.844 1.862 0.04 -0.13 -0.01 0.3277
H -2.005 0.758 0.699 0.13 -0.04 -0.18 0.3026
H -0.824 -1.908 -0.685 -0.16 0.10 0.14 0.3611



Entry 7:
12
Properties=species:S:1:pos:R:3:forces:R:3:mulliken_charge:R:1 method="wB97M-V/def2-TZVPD" lumo_energy_ev=0.76 orbital_gap_ha=0.3491 e_above_lowest_kj_mol=144.1 multiplicity=1
O -2.471 -1.078 -0.869 0.63 0.71 0.26 -0.4033
C -1.734 -0.215 -0.591 -0.48 -0.38 -0.20 0.6890
C -0.990 0.839 -0.316 -0.12 -0.12 -0.08 -0.6311
C 0.465 0.821 0.082 0.07 -0.02 0.05 -0.4322
C 1.079 -0.574 0.016 0.19 0.17 -0.19 -0.5554
O 0.238 -1.558 0.588 -0.05 0.01 0.29 -0.5178
H -1.514 1.786 -0.388 0.01 -0.12 -0.04 0.3168
H 0.027 -1.286 1.492 0.03 -0.12 -0.12 0.3188
H 1.038 1.484 -0.580 -0.06 -0.10 0.12 0.3113
H 0.581 1.230 1.098 -0.05 -0.08 -0.12 0.2803
H 2.070 -0.570 0.493 -0.16 0.00 -0.08 0.3005
H 1.211 -0.879 -1.026 -0.03 0.04 0.11 0.3231



Entry 8:
12
Properties=species:S:1:pos:R:3:forces:R:3:mulliken_charge:R:1 method="wB97M-V/def2-TZVPD" lumo_energy_ev=-0.42 orbital_gap_ha=0.3435 e_above_lowest_kj_mol=95.2 multiplicity=1
C -1.684 -0.285 0.519 -0.07 0.03 -0.03 -1.2149
C -0.167 -0.239 0.440 -0.02 -0.02 0.04 -0.2474
C 0.470 0.400 -0.763 -0.24 0.02 -0.11 0.4559
O -0.084 0.867 -1.731 0.31 -0.21 0.46 -0.5306
C 2.012 0.388 -0.678 0.31 -0.10 0.33 -0.0242
O 2.578 0.066 0.339 -0.19 0.19 -0.55 -0.4528
H -2.107 0.715 0.651 0.06 -0.10 -0.09 0.3062
H -2.144 -0.732 -0.367 0.15 0.08 0.06 0.3087
H -1.974 -0.884 1.388 0.01 0.11 -0.15 0.3620
H 0.276 -1.243 0.475 -0.12 0.04 0.10 0.3283
H 0.256 0.268 1.315 -0.02 -0.10 -0.06 0.3276
H 2.569 0.678 -1.589 -0.19 0.06 -0.01 0.3812



Entry 9:
12
Properties=species:S:1:pos:R:3:forces:R:3:mulliken_charge:R:1 method="wB97M-V/def2-TZVPD" lumo_energy_ev=0.88 orbital_gap_ha=0.3913 e_above_lowest_kj_mol=107.5 multiplicity=1
O 0.821 2.181 0.353 -0.08 -0.53 -0.07 -0.5420
C 0.473 1.044 0.153 -0.01 0.40 0.01 0.3401
C -0.984 0.572 -0.024 -0.33 -0.55 -0.05 -0.2626
C -0.826 -0.982 -0.124 -0.74 0.24 0.05 -0.3844
O 0.562 -1.276 -0.275 0.71 0.29 -0.11 -0.3934
C 1.417 -0.168 0.032 -0.09 -0.22 0.03 -0.2039
H -1.450 1.012 -0.939 0.65 -0.29 0.59 0.2229
H -1.642 0.900 0.824 0.83 -0.30 -0.63 0.2774
H -1.209 -1.487 0.791 0.23 0.33 -0.47 0.2370
H -1.361 -1.427 -1.002 0.45 0.46 0.71 0.2572
H 2.198 -0.030 -0.765 -0.91 -0.03 0.48 0.2302
H 2.000 -0.339 0.976 -0.71 0.19 -0.54 0.2213



Entry 10:
12
Properties=species:S:1:pos:R:3:forces:R:3:mulliken_charge:R:1 method="wB97M-V/def2-TZVPD" lumo_energy_ev=0.84 orbital_gap_ha=0.4159 e_above_lowest_kj_mol=68.4 multiplicity=1
C -0.205 1.473 -0.041 -0.02 0.03 -0.03 -1.3165
C 0.066 0.048 0.410 0.19 0.08 0.05 0.3429
C -0.726 -1.221 0.039 -0.30 0.06 0.04 -0.3821
O 0.504 -1.866 -0.401 0.04 -0.08 -0.16 -0.3479
C 1.186 -0.684 -0.319 0.07 0.11 0.08 0.4793
O 2.245 -0.417 -0.783 0.04 -0.08 0.14 -0.5431
H -1.117 1.888 0.396 0.09 -0.13 -0.04 0.3543
H 0.637 2.085 0.299 -0.18 -0.04 -0.12 0.3191
H -0.259 1.569 -1.130 -0.05 -0.12 0.15 0.3259
H 0.269 0.032 1.486 0.04 -0.02 -0.12 0.2578
H -1.403 -1.139 -0.813 -0.01 0.13 0.12 0.2529
H -1.196 -1.769 0.858 0.10 0.07 -0.12 0.2573



Entry 11:
12
Properties=species:S:1:pos:R:3:forces:R:3:mulliken_charge:R:1 method="wB97M-V/def2-TZVPD" lumo_energy_ev="-0.69 / -0.17" orbital_gap_ha="0.2521 / 0.2917" e_above_lowest_kj_mol=630.0 multiplicity=1
C 2.384 -0.676 -0.169 -2.31 -1.74 0.48 -0.1742
C -1.315 -0.878 -0.174 -2.54 -0.03 -1.74 0.5097
C -0.171 -1.657 -0.576 1.68 -0.95 -0.40 -0.4103
C -1.436 0.454 0.379 1.47 1.82 1.25 -1.1432
O 1.281 -1.347 0.030 2.88 2.04 0.58 -0.1246
O -0.868 -1.995 0.547 -0.09 -1.02 0.55 -0.3333
H 3.345 -1.017 0.304 -1.21 -0.02 -0.58 0.2520
H 2.376 0.213 -0.782 -0.04 0.16 -0.19 0.2665
H -2.215 -1.110 -0.786 0.57 -0.08 0.12 0.2979
H -0.871 1.142 -0.299 -1.18 0.00 0.19 0.2398
H -0.783 0.499 1.253 -0.18 0.03 0.41 0.3014
H -2.463 0.770 0.694 0.97 -0.20 -0.67 0.3183



Entry 12:
12
Properties=species:S:1:pos:R:3:forces:R:3:mulliken_charge:R:1 method="wB97M-V/def2-TZVPD" lumo_energy_ev=0.81 orbital_gap_ha=0.3230 e_above_lowest_kj_mol=423.2 multiplicity=1
O 1.028 -0.596 0.929 -0.05 -0.21 0.29 -0.4574
C 0.220 0.775 0.286 -0.11 0.31 -0.06 -0.1385
C 0.538 0.157 -1.062 -0.06 0.01 -0.06 -0.1621
C 0.092 -1.114 -0.410 -0.10 -0.83 -0.44 0.3023
O -0.148 -2.249 -0.619 0.16 0.87 0.33 -0.4820
C -1.149 0.456 0.508 -0.06 0.18 0.10 -0.8986
H 0.514 -0.820 1.723 0.11 0.04 -0.16 0.3708
H 0.812 1.575 0.731 -0.09 -0.15 -0.03 0.3875
H 1.600 0.115 -1.315 -0.12 -0.02 0.04 0.2793
H -0.074 0.492 -1.899 0.04 -0.04 0.13 0.2687
H -1.825 0.514 -0.340 0.16 -0.02 0.04 0.2642
H -1.609 0.695 1.469 0.11 -0.15 -0.16 0.2659



Entry 13:
12
Properties=species:S:1:pos:R:3:forces:R:3:mulliken_charge:R:1 method="wB97M-V/def2-TZVPD" lumo_energy_ev="-0.81 / -0.81" orbital_gap_ha="0.3107 / 0.3107" e_above_lowest_kj_mol=434.0 multiplicity=1
C -0.136 1.220 -1.100 -0.21 -0.58 0.42 -0.6384
C 0.806 0.211 -0.784 1.26 0.65 -0.85 0.2878
O 1.021 -0.770 -1.502 0.19 -0.26 0.39 -0.6601
C -0.618 -0.079 0.539 -0.62 0.55 0.01 -0.6792
C -0.013 -1.336 1.208 0.14 0.13 -0.01 -0.0063
O -0.037 -1.486 2.405 -0.11 0.49 -0.93 -0.4421
H 1.498 0.624 -0.033 0.50 -0.64 0.61 0.3828
H -0.238 2.147 -0.553 0.14 -0.14 0.19 0.2910
H -0.405 1.218 -2.159 -1.07 -0.35 0.45 0.3040
H -0.658 0.704 1.281 -0.16 0.20 0.06 0.3691
H -1.598 -0.359 0.172 -0.17 0.07 -0.18 0.3797
H 0.378 -2.094 0.524 0.11 -0.13 -0.17 0.4117



Entry 14:
12
Properties=species:S:1:pos:R:3:forces:R:3:mulliken_charge:R:1 method="wB97M-V/def2-TZVPD" lumo_energy_ev=0.29 orbital_gap_ha=0.3492 e_above_lowest_kj_mol=321.7 multiplicity=1
C 1.699 -0.300 0.138 0.08 -0.10 -0.01 -1.1632
C 0.418 0.420 -0.238 0.08 0.08 -0.13 -0.1880
C -0.734 -0.516 -0.464 0.41 -0.72 -0.53 0.6157
O -0.723 -1.673 -0.748 0.16 0.77 0.21 -0.4713
C -2.155 0.533 0.820 -0.47 -0.18 -0.02 -0.3910
O -2.023 0.117 -0.416 0.08 0.05 0.78 -0.1927
H 1.585 -0.802 1.101 0.03 0.01 -0.08 0.3189
H 1.944 -1.049 -0.616 0.09 0.02 0.11 0.2918
H 2.520 0.418 0.220 -0.12 -0.15 -0.05 0.3424
H 0.535 0.925 -1.203 0.03 0.09 -0.03 0.2600
H 0.167 1.184 0.498 -0.17 -0.18 -0.13 0.3804
H -3.233 0.744 0.907 -0.20 0.32 -0.11 0.1970



Entry 15:
12
Properties=species:S:1:pos:R:3:forces:R:3:mulliken_charge:R:1 method="wB97M-V/def2-TZVPD" lumo_energy_ev=0.69 orbital_gap_ha=0.3778 e_above_lowest_kj_mol=342.6 multiplicity=1
O 1.604 1.246 0.743 1.31 1.06 -0.30 -0.5238
C 2.022 0.177 -0.173 0.80 1.84 2.40 -0.2688
C 0.817 -0.413 -0.518 -1.61 -0.76 -0.56 0.2391
C -0.362 -0.390 -0.319 -0.86 -1.08 -0.95 -0.0310
C -1.777 -0.619 -0.386 -0.90 -0.39 0.47 -0.5306
O -2.528 0.475 -0.868 0.11 0.20 -0.46 -0.5111
H 1.319 0.977 1.622 0.13 -0.71 -0.35 0.3034
H 2.650 -0.513 0.371 0.75 -0.13 -0.29 0.2590
H 2.475 0.714 -0.988 0.61 -0.12 -0.20 0.2543
H -1.933 -1.528 -0.987 -0.08 0.14 0.05 0.2241
H -2.164 -0.830 0.615 -0.07 -0.01 -0.09 0.2596
H -2.115 0.770 -1.694 -0.17 -0.03 0.27 0.3257



Entry 16:
12
Properties=species:S:1:pos:R:3:forces:R:3:mulliken_charge:R:1 method="wB97M-V/def2-TZVPD" lumo_energy_ev=-0.48 orbital_gap_ha=0.2462 e_above_lowest_kj_mol=600.7 multiplicity=1
C -0.203 1.095 -0.885 -1.27 1.97 -0.01 -0.1182
C 0.168 -1.129 -0.516 -0.33 -0.74 -3.10 -0.2933
C 0.298 -1.198 0.861 2.73 -0.91 2.62 -0.0982
C 0.093 0.214 1.277 0.84 0.45 -0.47 -0.4329
H 0.542 1.316 -1.700 -0.67 -0.49 0.63 0.2542
H -1.019 1.977 -0.869 1.14 -2.38 -0.39 0.2445
H 0.829 -1.444 -1.373 -0.18 0.15 1.45 0.3500
H 1.310 -1.595 1.237 -1.47 0.04 -0.81 0.2362
H -0.519 -1.591 1.456 -0.29 -0.78 -0.18 0.2203
H -0.881 0.357 1.667 -1.10 0.88 0.81 0.2765
O -0.764 -0.244 -0.947 0.08 1.28 -0.75 -0.3401
O 0.464 1.131 0.342 0.51 0.52 0.20 -0.2990



Entry 17:
12
Properties=species:S:1:pos:R:3:forces:R:3:mulliken_charge:R:1 method="wB97M-V/def2-TZVPD" lumo_energy_ev=0.83 orbital_gap_ha=0.3653 e_above_lowest_kj_mol=335.2 multiplicity=1
O -0.359 1.234 -1.600 -0.29 -0.25 -0.24 -0.5479
C 0.016 1.114 -0.264 0.11 0.05 0.14 -0.0026
C -0.501 0.139 0.719 0.19 0.02 0.16 -0.5024
C -0.286 -1.286 0.258 -0.17 -0.23 -0.12 -0.2890
O 1.069 -1.096 -0.147 0.02 -0.05 -0.41 -0.3868
C 1.100 0.248 0.218 0.14 0.22 0.28 -0.1234
H -1.241 0.858 -1.685 -0.03 0.06 -0.16 0.3106
H 0.122 2.080 0.246 -0.03 -0.04 -0.33 0.2873
H -1.219 0.384 1.510 0.66 0.06 -0.03 0.3787
H -0.348 -1.987 1.100 0.16 0.09 -0.22 0.2567
H -0.862 -1.672 -0.588 -0.25 0.12 0.14 0.2146
H 2.121 0.621 0.367 -0.51 -0.04 0.79 0.4042



Entry 18:
12
Properties=species:S:1:pos:R:3:forces:R:3:mulliken_charge:R:1 method="wB97M-V/def2-TZVPD" lumo_energy_ev=0.97 orbital_gap_ha=0.3868 e_above_lowest_kj_mol=341.1 multiplicity=1
O -1.569 -0.708 -1.302 0.46 -0.84 0.64 -0.5484
C -0.870 0.047 -0.407 0.71 -0.02 0.77 0.6425
C 0.391 0.836 -0.688 0.11 0.28 -0.04 -0.6231
C 1.005 0.170 0.582 0.33 0.33 0.29 -0.4412
C -0.294 -0.577 0.822 0.19 0.42 0.39 -0.5889
O -1.385 0.386 0.829 -0.19 0.66 0.39 -0.4484
H 0.871 0.544 -1.626 -0.06 0.05 0.22 0.2617
H 0.252 1.915 -0.642 0.06 -0.01 -0.05 0.2557
H 1.834 -0.501 0.336 -0.15 0.13 0.11 0.2585
H 1.274 0.845 1.388 0.26 0.12 0.05 0.2661
H -0.482 -1.460 1.444 0.03 0.20 -0.61 0.5327
H -1.083 -1.411 -0.794 -1.75 -1.31 -2.15 0.4327



Entry 19:
12
Properties=species:S:1:pos:R:3:forces:R:3:mulliken_charge:R:1 method="wB97M-V/def2-TZVPD" lumo_energy_ev=0.73 orbital_gap_ha=0.4025 e_above_lowest_kj_mol=198.9 multiplicity=1
C -1.415 0.604 0.359 0.02 0.06 -0.08 -1.2141
C -0.683 -0.622 -0.118 -0.11 0.03 0.30 0.1942
O -0.122 -0.670 -1.422 0.23 -0.07 -0.03 -0.4518
C 0.773 -0.690 -0.319 0.20 0.02 0.38 0.0580
C 1.765 0.397 -0.104 0.25 0.02 0.34 -0.1788
O 2.657 0.140 0.671 0.04 0.60 -0.16 -0.4640
H -1.385 0.631 1.455 0.00 0.01 -0.19 0.2921
H -0.963 1.521 -0.027 -0.03 -0.11 0.04 0.3310
H -2.466 0.578 0.055 0.18 -0.01 -0.01 0.3323
H -1.152 -1.568 0.162 0.10 0.14 0.02 0.3686
H 1.344 -1.562 0.007 -0.67 -0.59 -0.66 0.3669
H 1.735 1.357 -0.652 -0.21 -0.08 0.04 0.3656



Entry 20:
12
Properties=species:S:1:pos:R:3:forces:R:3:mulliken_charge:R:1 method="wB97M-V/def2-TZVPD" lumo_energy_ev=0.85 orbital_gap_ha=0.3873 e_above_lowest_kj_mol=185.3 multiplicity=1
O 2.366 -0.853 0.164 -0.36 0.37 0.21 -0.4672
C 1.618 -0.031 0.632 0.26 -0.23 -0.21 -0.1571
C 0.480 0.615 -0.138 0.25 0.05 -0.12 0.3097
C -0.435 -0.353 -0.896 -0.02 -0.07 -0.12 -0.5643
C -1.377 -0.119 0.294 -0.31 -0.23 -0.01 -0.3548
O -0.576 0.988 0.757 -0.01 0.10 0.12 -0.4425
H 1.705 0.321 1.682 0.03 -0.06 -0.10 0.3324
H 0.877 1.472 -0.700 -0.03 -0.10 0.10 0.3395
H -0.048 -1.358 -1.070 -0.05 0.16 0.07 0.2538
H -0.817 0.072 -1.827 0.08 -0.09 0.13 0.2351
H -1.387 -0.933 1.031 0.00 0.10 -0.11 0.2364
H -2.405 0.179 0.070 0.16 0.00 0.03 0.2790